The molecule C4H8N4 at a distorted geometry. Source: OMol25; level of theory: ωB97M-V/def2-TZVPD.

Geometry as XYZ:
```
16
Properties=species:S:1:pos:R:3:forces:R:3
H 2.99361 -1.11611 -0.06717 0.6 0.1 -1.0
N 2.64938 -0.30778 -0.62595 -2.3 -1.0 2.9
C 1.55453 -0.08025 0.05684 0.2 2.8 -1.2
N 1.00679 -0.62738 1.22527 -2.1 -2.4 -0.6
C 0.76114 1.17872 -0.21182 -0.2 0.2 -2.1
C -0.55056 1.43759 -0.12926 -0.4 -0.7 0.5
N -1.70543 0.71777 0.28661 2.2 -2.2 -0.5
C -2.01014 -0.63053 0.02328 -1.0 0.5 -2.2
N -1.30249 -1.32217 -0.83571 -2.3 -1.3 2.4
H -1.80956 -2.28004 -0.87618 1.2 1.9 -0.2
H -0.04128 -0.40617 1.20774 2.3 -0.1 0.4
H 0.95066 -1.67268 1.15107 0.7 1.1 0.3
H 1.15915 1.99508 -0.84558 0.7 -0.7 0.8
H -0.85253 2.42195 -0.39273 -0.1 0.8 -0.3
H -2.37228 1.29651 0.68250 -1.6 0.8 0.8
H -3.09537 -0.89481 0.35465 2.1 0.3 -0.1
```
Positions in Å, forces in eV/Å.

ΔE to the lowest compared entry with this formula, charge and spin ... 2.199 eV
Charge ... 0
Gap between HOMO and LUMO ... 9.38 eV
Lowest unoccupied orbital energy ... 0.500 eV